Entry 1:
The following is a DFT calculation (ωB97M-V with the def2-TZVPD basis set) of a cluster of 2 separate species, C44H34Cl2N2O2S in total at a distorted geometry.

Positions of all 85 atoms, in Å:
Cl  -4.0285  -0.8014  2.6076
C  -2.3419  -0.7093  2.3290
C  -1.5631  -1.8767  2.3367
C  -0.1659  -1.7757  2.2436
C  0.4127  -0.5103  2.1475
S  2.1883  -0.2654  2.3859
C  2.2779  0.6716  3.8819
Cl  3.7760  0.3936  4.6429
O  2.8028  -1.5570  2.5641
O  2.6499  0.6459  1.3624
C  -0.3626  0.6320  1.9944
C  -1.7495  0.5450  2.1390
H  -2.0394  -2.8451  2.4808
H  0.4619  -2.6666  2.2799
H  2.1250  1.7390  3.6290
H  0.1108  1.5935  1.8083
H  -2.3466  1.4523  2.1522
C  7.2857  -0.1355  11.1934
C  6.3372  -1.1642  11.1233
C  4.9775  -0.8646  11.0374
C  4.5697  0.4688  11.0449
N  3.1835  0.7996  10.9766
C  2.5239  1.1638  12.1934
C  2.6920  2.4290  12.7511
C  2.0621  2.7526  13.9603
C  1.2810  1.7914  14.6158
C  1.1267  0.5108  14.0607
C  1.7442  0.2012  12.8504
C  2.6760  1.1620  9.7136
C  2.5692  0.1656  8.7343
C  2.1324  0.5028  7.4757
C  1.8256  1.8444  7.1265
C  1.3578  2.1274  5.8132
C  1.3852  3.4177  5.2121
C  0.6616  3.6500  4.0090
C  0.5758  4.9086  3.4526
C  1.1453  6.0050  4.1255
N  0.9295  7.2856  3.5742
C  0.5225  8.4036  4.3669
C  1.4705  9.1416  5.0691
C  1.0787  10.2913  5.7593
C  -0.2612  10.6962  5.7351
C  -1.2095  9.9519  5.0191
C  -0.8192  8.8035  4.3354
C  1.5854  7.5678  2.3368
C  0.8488  7.7189  1.1608
C  1.5167  7.9419  -0.0442
C  2.9126  8.0586  -0.0681
C  3.6406  7.9194  1.1214
C  2.9775  7.6467  2.3170
C  1.9195  5.8020  5.2763
C  2.1735  4.5028  5.7059
C  1.9079  2.8278  8.1469
C  2.2750  2.4781  9.4341
C  5.5078  1.5010  11.0618
C  6.8668  1.2004  11.1528
H  8.3513  -0.3748  11.2708
H  6.6459  -2.2078  11.1354
H  4.2056  -1.6313  10.9680
H  3.3198  3.1531  12.2323
H  2.1882  3.7546  14.3837
H  0.7921  2.0349  15.5641
H  0.5277  -0.2522  14.5627
H  1.6521  -0.7810  12.3860
H  2.8318  -0.8586  9.0039
H  2.0304  -0.2546  6.7084
H  0.7713  1.3405  5.3230
H  0.1520  2.8191  3.5280
H  0.0438  5.0957  2.5175
H  2.5102  8.8145  5.0487
H  1.8307  10.8688  6.3000
H  -0.5684  11.6044  6.2617
H  -2.2525  10.2660  4.9759
H  -1.5175  8.2069  3.7484
H  -0.2342  7.6151  1.2219
H  0.9416  8.0188  -0.9651
H  3.4362  8.2495  -1.0116
H  4.7280  8.0103  1.1279
H  3.5196  7.4826  3.2494
H  2.3809  6.6573  5.7735
H  2.9561  4.3125  6.4469
H  1.6193  3.8606  7.9457
H  2.2747  3.2229  10.2285
H  5.1493  2.5296  11.0097
H  7.5922  2.0148  11.1927

Strongest force on any atom   1.25 eV/A
E_HOMO   -0.249 Eh
Orbital gap   4.9548 eV
Calculated total energy   -89130.4014 eV
Multiplicity   1
Lowest unoccupied orbital energy   -1.8 eV

***

Entry 2:
The following is a DFT calculation (ωB97M-V with the def2-TZVPD basis set) of an isolated molecule of C3H2N4O at a distorted geometry.

Positions of all 10 atoms, in Å:
O  1.0302  -0.5736  -1.8416
C  0.4634  -0.3793  -0.7185
C  -0.8561  -1.0732  -0.2926
N  -1.4681  -1.0224  0.8791
N  -0.8835  0.2574  1.6045
N  0.4010  0.1055  1.6197
N  0.7672  1.4464  0.9654
C  0.7814  1.1821  -0.3522
H  -1.2737  -1.9408  -0.8636
H  1.0383  1.9979  -1.0002

Structure (SMILES)   O=c1cnnnnc1
Strongest force on any atom   7.51 eV/A
Energy relative to the best compared isomer or geometry (same formula, charge and spin)   537.5 kJ/mol
E_HOMO   -0.372 Eh
Orbital gap   8.5808 eV
Calculated total energy   -11143.7018 eV
Multiplicity   1
Lowest unoccupied orbital energy   -1.5 eV

***

Entry 3:
The following is a DFT calculation (ωB97M-V with the def2-TZVPD basis set) of a cluster of 2 separate species, C2H6O3 in total at a distorted geometry.

Positions of all 11 atoms, in Å:
C  0.1745  1.8433  0.3774
C  0.0089  -1.1601  -0.2008
O  1.0537  -1.4223  -1.0223
O  -1.2107  -1.1427  -0.8214
O  0.0489  -1.7538  1.0152
H  0.2300  2.2053  -0.6256
H  -0.7346  1.9590  0.9232
H  1.0838  1.7288  0.9296
H  0.7778  -1.2548  -1.9342
H  -1.8971  -1.0289  -0.1550
H  0.8898  -2.2171  1.1155

Strongest force on any atom   2.05 eV/A
Energy relative to the best compared isomer or geometry (same formula, charge and spin)   436.1 kJ/mol
E_HOMO (spin up / spin down)   -0.303 / -0.243 Eh
Orbital gap (spin up / spin down)   8.6882 / 7.2866 eV
Calculated total energy   -8309.9882 eV
Multiplicity   1
Lowest unoccupied orbital energy (spin up / spin down)   0.4 / 0.7 eV

***

Entry 4:
The following is a DFT calculation (ωB97M-V with the def2-TZVPD basis set) of a cluster of 3 separate species, C15H34N6O4 in total.

Positions of all 59 atoms, in Å:
H  0.4131  4.5929  5.6528
N  0.5610  3.7122  5.1627
C  -0.2585  3.6482  4.1987
N  -1.2339  4.6886  3.9553
N  -0.2018  2.5593  3.2978
C  0.8877  2.6218  2.3009
C  1.8238  1.4179  2.4164
C  2.8362  1.3111  1.2599
C  2.4349  0.3096  0.1643
C  1.3754  0.8698  -0.7958
N  0.0764  0.3464  -0.5489
C  -0.1910  -1.0283  -0.9904
C  -0.9386  -1.8442  0.0642
O  1.7888  0.6086  -2.1899
C  2.5445  1.5659  -2.7485
O  2.1477  2.6747  -3.0028
H  -2.1664  4.2865  3.9167
H  -1.0618  5.0847  3.0356
H  -1.0965  2.4263  2.8483
H  0.4581  2.6684  1.2940
H  1.4630  3.5407  2.4652
H  2.3602  1.5119  3.3671
H  1.2172  0.5112  2.4895
H  2.9739  2.3030  0.8064
H  3.8152  1.0315  1.6611
H  2.0246  -0.5819  0.6482
H  3.3230  0.0121  -0.4017
H  1.3045  1.9581  -0.6911
H  -0.6302  0.9914  -0.8716
H  -0.7872  -1.0017  -1.9103
H  0.7606  -1.5156  -1.2116
H  -0.4719  -1.7389  1.0454
H  -1.9942  -1.5652  0.1135
H  -0.8893  -2.9060  -0.1988
H  3.5744  1.2660  -2.9946
C  -0.5788  -7.5208  3.5471
N  -0.0177  -6.2223  3.2346
C  -0.4847  -5.2881  2.3630
C  -1.7528  -5.6182  1.6082
O  0.1030  -4.2317  2.2089
H  -0.8333  -7.5883  4.6061
H  0.1304  -8.3163  3.3118
H  -1.4814  -7.6880  2.9691
H  0.8271  -5.9427  3.7074
H  -1.9920  -4.7770  0.9656
H  -1.6224  -6.5104  0.9949
H  -2.5829  -5.7868  2.2950
C  -0.7565  3.1297  -6.6097
N  -2.0368  2.5144  -6.3210
C  -2.4500  1.9423  -5.1578
C  -1.4677  1.9385  -4.0104
O  -3.5650  1.4602  -5.0586
H  -0.8841  4.1776  -6.8868
H  -0.2561  2.6148  -7.4317
H  -0.1124  3.0847  -5.7375
H  -2.7309  2.4900  -7.0509
H  -1.9430  1.4497  -3.1645
H  -0.5570  1.3954  -4.2640
H  -1.1980  2.9563  -3.7266

Structure (SMILES)   [H]/N=C(\N)NCCCC[C@H](NCC)OC=O.CNC(C)=O.CNC(C)=O
Strongest force on any atom   0.91 eV/A
E_HOMO   -0.330 Eh
Orbital gap   9.6245 eV
Calculated total energy   -33237.0122 eV
Multiplicity   1
Lowest unoccupied orbital energy   0.7 eV

***

Entry 5:
The following is a DFT calculation (ωB97M-V with the def2-TZVPD basis set) of the ion C5H9N2S with charge +1 at a distorted geometry.

Positions of all 17 atoms, in Å:
C  2.0781  0.5456  0.2128
C  0.6922  -1.3359  -0.1288
C  1.0161  1.5263  0.1975
C  -0.2352  1.2613  -0.6327
C  -1.1191  0.2569  0.1976
N  -0.5599  -1.0461  0.1699
N  1.1925  -2.5489  -0.1247
S  3.5470  0.0334  0.0260
H  0.7339  1.9770  1.1213
H  1.5386  2.3482  -0.3835
H  -0.8127  2.1138  -0.8433
H  0.1568  0.9093  -1.5867
H  -0.9803  0.6616  1.2649
H  -2.1439  0.3509  0.0259
H  -1.3221  -1.8008  0.4144
H  2.1223  -2.5925  -0.6491
H  0.5816  -3.4137  -0.1385

Strongest force on any atom   4.68 eV/A
Energy relative to the best compared isomer or geometry (same formula, charge and spin)   290.8 kJ/mol
E_HOMO   -0.478 Eh
Charge   +1
Orbital gap   8.0584 eV
Calculated total energy   -19136.7161 eV
Multiplicity   1
Lowest unoccupied orbital energy   -5.0 eV

***

What did the fifth record say?
The following is a DFT calculation (ωB97M-V with the def2-TZVPD basis set) of the ion C5H9N2S with charge +1 at a distorted geometry.

Positions of all 17 atoms, in Å:
C  2.0781  0.5456  0.2128
C  0.6922  -1.3359  -0.1288
C  1.0161  1.5263  0.1975
C  -0.2352  1.2613  -0.6327
C  -1.1191  0.2569  0.1976
N  -0.5599  -1.0461  0.1699
N  1.1925  -2.5489  -0.1247
S  3.5470  0.0334  0.0260
H  0.7339  1.9770  1.1213
H  1.5386  2.3482  -0.3835
H  -0.8127  2.1138  -0.8433
H  0.1568  0.9093  -1.5867
H  -0.9803  0.6616  1.2649
H  -2.1439  0.3509  0.0259
H  -1.3221  -1.8008  0.4144
H  2.1223  -2.5925  -0.6491
H  0.5816  -3.4137  -0.1385

Strongest force on any atom   4.68 eV/A
Energy relative to the best compared isomer or geometry (same formula, charge and spin)   290.8 kJ/mol
E_HOMO   -0.478 Eh
Charge   +1
Orbital gap   8.0584 eV
Calculated total energy   -19136.7161 eV
Multiplicity   1
Lowest unoccupied orbital energy   -5.0 eV